Record 1
{"formula": "C28H56O15S6V", "method": "ωB97M-V with the def2-TZVPD basis set", "symbols": ["V", "C", "C", "O", "H", "H", "H", "H", "H", "C", "C", "O", "O", "H", "H", "H", "C", "C", "C", "S", "O", "O", "C", "H", "H", "H", "H", "H", "H", "H", "H", "C", "C", "C", "S", "O", "O", "C", "H", "H", "H", "H", "H", "H", "H", "H", "C", "C", "C", "S", "O", "O", "C", "H", "H", "H", "H", "H", "H", "H", "H", "C", "C", "C", "S", "O", "O", "C", "H", "H", "H", "H", "H", "H", "H", "H", "C", "C", "C", "S", "O", "O", "C", "H", "H", "H", "H", "H", "H", "H", "H", "C", "C", "C", "S", "O", "O", "C", "H", "H", "H", "H", "H", "H", "H", "H"], "positions_angstrom": [[0.82255, -0.12248, -0.25509], [2.16634, 3.33529, -2.33636], [2.41481, 2.36064, -1.23508], [1.27978, 1.68493, -1.02932], [1.37057, 4.07458, -2.14259], [1.73410, 2.83366, -3.23351], [3.00623, 3.91911, -2.74003], [2.83719, 2.97218, -0.35447], [3.22434, 1.75284, -1.54580], [-1.12190, -2.21635, -3.69394], [-1.04069, -1.44799, -2.36839], [0.00883, -0.74419, -2.11795], [-2.01680, -1.51902, -1.61631], [-1.71273, -1.57534, -4.35462], [-1.71655, -3.18617, -3.60530], [-0.09692, -2.40293, -4.01810], [3.61589, 0.50223, -4.81957], [2.35607, -0.28373, -4.64931], [2.64712, -1.60616, -3.89275], [4.46000, -1.79727, -3.83957], [4.95112, -3.06802, -4.34776], [4.95736, -1.44636, -2.51735], [4.80678, -0.43497, -4.91959], [3.68802, 1.09290, -3.95418], [3.66840, 1.14793, -5.70244], [1.89728, -0.40448, -5.64680], [1.58948, 0.19847, -4.00848], [2.26133, -2.44556, -4.46070], [2.32658, -1.62447, -2.89982], [4.90729, -0.90246, -5.92799], [5.86432, -0.13208, -4.77797], [0.39307, 2.30413, 4.37625], [0.14319, 3.21970, 3.19989], [1.15622, 2.88691, 2.08181], [1.98635, 1.35965, 2.53682], [3.35786, 1.71281, 2.88373], [1.83027, 0.17543, 1.68192], [0.85975, 1.00556, 3.83527], [-0.55907, 2.18887, 4.89846], [1.05610, 2.86914, 5.08276], [0.11273, 4.20951, 3.51215], [-0.83026, 2.93997, 2.79893], [1.93898, 3.64102, 1.95385], [0.69966, 2.80605, 1.11743], [1.30586, 0.35672, 4.52402], [-0.01356, 0.45358, 3.37244], [5.60791, -3.20713, 0.20515], [5.79054, -1.74480, 0.56547], [4.45342, -1.21694, 1.13007], [3.16842, -2.28476, 0.46981], [2.42075, -1.62311, -0.60802], [2.40012, -2.89808, 1.52186], [4.19977, -3.50084, -0.28469], [6.00667, -3.78124, 1.06054], [6.33588, -3.41264, -0.56290], [6.10478, -1.18450, -0.31117], [6.57898, -1.73012, 1.30437], [4.24090, -0.20522, 0.70000], [4.34001, -1.13978, 2.15105], [4.09112, -3.34660, -1.37808], [3.73961, -4.44984, 0.03647], [-3.55507, -3.01942, 1.05138], [-2.46372, -4.03848, 0.80495], [-1.41059, -3.79201, 1.86920], [-1.16615, -2.09612, 1.89633], [-0.15822, -1.74463, 0.89593], [-1.00294, -1.55607, 3.24690], [-2.81590, -1.68330, 1.16273], [-4.13083, -3.18243, 1.95156], [-4.16000, -3.04392, 0.10755], [-2.07453, -3.88769, -0.19549], [-2.79766, -5.07180, 0.83572], [-0.47449, -4.13756, 1.51075], [-1.68900, -4.04526, 2.91041], [-2.46614, -1.28301, 0.16184], [-3.20563, -0.95869, 1.82424], [-3.74157, 1.79288, -2.34549], [-2.29930, 1.93948, -2.85610], [-1.45369, 2.57612, -1.82187], [-2.08544, 1.76821, -0.33257], [-2.37418, 2.77713, 0.65425], [-1.29494, 0.63061, 0.15515], [-3.64617, 1.10314, -0.99288], [-4.39715, 1.28520, -3.09082], [-4.27571, 2.73578, -2.17166], [-2.34961, 2.57333, -3.72062], [-1.96774, 0.90507, -3.07985], [-1.60567, 3.65359, -1.62810], [-0.41538, 2.34337, -1.68230], [-4.42852, 1.33065, -0.32476], [-3.50567, 0.01804, -1.06753], [-4.26115, 0.90505, 4.49538], [-4.18339, 2.34701, 4.00353], [-4.84285, 2.42006, 2.60961], [-6.01691, 1.03666, 2.57504], [-5.61265, 0.06073, 1.57622], [-7.35583, 1.54389, 2.52761], [-5.62359, 0.42912, 4.20197], [-4.03384, 0.74984, 5.58286], [-3.49644, 0.21839, 4.01250], [-3.14975, 2.72454, 3.89771], [-4.65989, 3.01490, 4.67696], [-4.05886, 2.20657, 1.87630], [-5.29291, 3.34483, 2.37946], [-5.72006, -0.63764, 4.06657], [-6.35250, 0.82565, 4.94492]], "forces_ev_per_angstrom": [[-0.80, -0.41, -0.29], [-0.78, 1.36, -2.33], [0.63, 2.04, 0.55], [-1.22, -1.14, 1.19], [0.28, -0.15, 0.57], [0.40, -0.21, 0.50], [0.19, -0.21, 0.46], [-0.55, -0.72, -0.45], [1.27, -1.10, -0.27], [-0.39, -0.64, 0.66], [0.50, 0.11, 0.46], [-0.34, -0.70, -0.61], [-0.55, -0.24, -0.12], [0.41, -0.08, -0.33], [0.92, 1.30, 0.15], [-0.32, 0.02, -0.50], [1.36, 0.43, -0.54], [-1.64, -0.64, 0.15], [1.14, -0.15, -2.36], [0.51, -0.35, 0.56], [-0.63, 0.58, -0.17], [-0.41, 0.19, -0.11], [1.09, -1.19, -1.53], [0.58, 1.14, 1.12], [-0.49, 0.02, 0.25], [0.07, -0.61, 0.51], [0.52, 0.25, -0.52], [0.01, -0.31, 0.16], [-0.68, 0.10, 1.53], [-0.62, 0.21, 0.44], [-0.85, 0.44, 0.61], [-0.10, 1.63, 1.56], [-0.38, -2.36, -1.48], [0.40, 1.02, -0.05], [0.53, 0.03, -0.09], [-1.14, -0.49, 0.17], [0.16, 0.84, -0.63], [-1.17, -0.23, -0.34], [0.13, -0.17, 0.19], [-0.07, -1.07, -0.44], [0.16, 1.90, 0.19], [-0.18, 0.29, -0.15], [0.06, -0.26, 0.26], [-0.37, -0.43, -0.66], [0.75, -1.05, 1.06], [1.11, 0.52, 0.22], [1.15, -0.75, 0.12], [-0.64, 0.18, 0.33], [0.31, 1.44, -3.29], [-0.42, 0.06, 0.13], [0.09, 0.34, 0.35], [0.17, 0.04, 0.20], [-0.18, -0.40, -0.46], [-1.01, -0.24, -0.22], [0.04, -0.30, -0.56], [-0.20, 0.16, 0.07], [0.15, 0.49, 0.23], [0.06, -0.82, 0.44], [-0.12, -0.18, 2.27], [0.23, -0.23, 0.74], [0.46, 0.25, -0.24], [-0.14, 0.74, -1.58], [-0.18, -0.46, 0.66], [0.07, -0.91, 0.32], [-0.98, 2.75, -0.73], [-0.14, -0.53, 0.53], [-0.07, -0.50, -0.73], [1.89, -0.45, -0.93], [-0.35, -0.37, 0.05], [-0.07, 0.36, 1.17], [0.36, 0.23, -0.10], [-0.19, -0.10, 0.17], [1.12, -0.95, 0.39], [0.20, -0.38, -0.69], [-0.78, -0.43, 1.19], [-0.81, 0.84, 0.42], [-1.00, 0.04, -0.05], [-0.89, -0.57, -1.07], [-0.46, 0.00, 2.18], [-0.74, -0.71, 0.41], [0.00, 0.68, 0.70], [0.43, 1.06, -0.31], [1.32, -0.66, -0.90], [0.66, -0.08, 0.64], [0.52, 0.27, -0.20], [0.37, -0.04, -0.81], [0.19, 0.74, -0.16], [-0.19, -0.50, -0.29], [1.06, -0.22, -0.85], [-0.81, 0.27, 0.88], [0.01, 0.31, -0.08], [2.39, -1.12, 0.78], [1.05, 0.16, -0.89], [1.25, -1.76, 0.38], [0.32, 0.77, -0.68], [0.08, 0.31, 0.58], [-0.61, 0.08, 0.06], [-1.58, -0.38, 0.17], [-0.23, 0.57, -0.81], [-0.74, 0.98, 0.12], [-0.33, -0.35, 0.16], [-0.66, 0.51, 0.76], [-0.35, 0.04, -0.03], [-0.79, 0.91, -0.19], [-0.08, -0.41, 0.43], [0.25, -0.31, -0.75]], "homo_ev": [-6.286, -8.325], "spin_multiplicity": 4, "total_energy_ha": -5562.1972, "s_squared": 3.754}

Record 2
{"formula": "C28H57BO32P3S3", "method": "ωB97M-V with the def2-TZVPD basis set", "symbols": ["O", "C", "O", "B", "O", "C", "O", "O", "C", "O", "C", "O", "O", "C", "C", "O", "S", "O", "O", "O", "H", "H", "H", "H", "C", "C", "O", "S", "O", "O", "O", "H", "H", "H", "H", "C", "C", "O", "S", "O", "O", "O", "H", "H", "H", "H", "C", "C", "O", "P", "O", "O", "C", "C", "O", "C", "C", "H", "H", "H", "H", "H", "H", "H", "H", "H", "H", "H", "H", "H", "H", "H", "C", "C", "O", "P", "O", "O", "C", "C", "O", "C", "C", "H", "H", "H", "H", "H", "H", "H", "H", "H", "H", "H", "H", "H", "H", "H", "C", "C", "O", "P", "O", "O", "C", "C", "O", "C", "C", "H", "H", "H", "H", "H", "H", "H", "H", "H", "H", "H", "H", "H", "H", "H"], "positions_angstrom": [[-1.61502, 0.96157, -2.07360], [-1.21776, 0.36222, -1.12378], [-1.28055, -0.94296, -0.85055], [-0.73638, -1.20032, 0.51561], [-0.13438, 0.10123, 0.87515], [-0.39634, 1.01427, -0.00101], [0.03969, 2.13577, -0.04376], [0.15494, -2.36898, 0.48683], [-0.29161, -3.24757, 1.37994], [0.06760, -4.36339, 1.58589], [-1.52965, -2.65826, 2.05842], [-1.80639, -1.49577, 1.50058], [-2.18822, -3.18456, 2.90813], [1.54556, 5.29178, -1.62139], [1.70481, 5.01971, -0.11956], [0.39686, 5.06930, 0.46665], [-0.57377, 6.02490, -0.47734], [-0.14432, 7.38155, -0.35528], [-1.93598, 5.65586, -0.27713], [0.11103, 5.38281, -1.76618], [1.85129, 4.45828, -2.24936], [1.92267, 6.22532, -2.03695], [2.06596, 5.88682, 0.45293], [2.30572, 4.16216, 0.16724], [-4.57995, -1.53581, -4.67010], [-3.53223, -1.08443, -3.63022], [-4.35698, -0.78397, -2.51361], [-5.41129, -1.94944, -2.26613], [-6.60200, -1.39183, -1.71470], [-4.74226, -3.02017, -1.58841], [-5.55856, -2.21649, -3.87703], [-4.26568, -2.18068, -5.48423], [-5.05649, -0.63121, -5.05971], [-2.96440, -0.17982, -3.81309], [-2.88292, -1.94605, -3.46110], [-3.62013, 2.91335, 0.95392], [-4.23324, 1.63091, 0.47355], [-4.72826, 0.90104, 1.59496], [-4.68690, 1.83989, 2.92469], [-3.63084, 1.37181, 3.78579], [-5.99430, 1.98298, 3.51551], [-4.29478, 3.20106, 2.16372], [-3.69561, 3.72337, 0.22736], [-2.53024, 2.87769, 1.07603], [-3.60212, 1.01734, -0.16781], [-5.10668, 1.83180, -0.15699], [0.36099, -6.25910, -7.87140], [-1.05182, -5.66665, -7.85710], [-1.15987, -4.85526, -6.67847], [-1.78554, -5.35439, -5.28134], [-1.64155, -6.78872, -5.00030], [-1.05295, -4.34385, -4.30280], [-1.15115, -4.53760, -2.87625], [0.14605, -5.12769, -2.36582], [-3.29030, -4.82843, -5.38227], [-4.29474, -5.73022, -5.86094], [-5.59922, -5.16135, -5.25384], [0.49620, -6.90110, -8.74353], [1.10007, -5.45679, -7.85696], [0.58690, -6.84143, -6.97855], [-1.25797, -5.07162, -8.74132], [-1.77651, -6.47439, -7.73921], [-1.31042, -3.55009, -2.44314], [-1.99176, -5.14022, -2.52556], [0.28869, -6.12944, -2.77045], [0.97739, -4.50509, -2.70915], [0.23936, -5.10511, -1.28177], [-4.42868, -5.76045, -6.94022], [-4.24314, -6.73866, -5.45329], [-5.51007, -4.92610, -4.19749], [-5.83785, -4.24826, -5.80518], [-6.49160, -5.77992, -5.37951], [0.43730, 7.01183, 4.65034], [0.75177, 5.90135, 3.61844], [1.49026, 4.83852, 4.22446], [0.84894, 3.78863, 5.23458], [-0.58883, 3.90615, 5.48227], [1.76412, 3.86115, 6.55346], [3.15217, 4.14571, 6.45499], [3.87960, 3.28140, 7.46327], [1.31443, 2.44704, 4.51105], [0.42047, 1.65144, 3.74258], [0.34451, 0.31119, 4.45420], [-0.63932, 7.18689, 4.60000], [0.61539, 6.64716, 5.65859], [0.96499, 7.92766, 4.40050], [-0.09927, 5.49434, 3.07385], [1.38621, 6.31793, 2.83451], [3.54931, 3.92659, 5.46035], [3.33777, 5.20359, 6.65958], [3.87190, 2.22994, 7.18346], [4.92877, 3.55966, 7.60786], [3.47892, 3.46841, 8.46222], [-0.58484, 2.08012, 3.73596], [0.72615, 1.48121, 2.71141], [1.32759, -0.17751, 4.42920], [0.11043, 0.42091, 5.51475], [-0.30638, -0.48394, 4.08370], [4.46316, 2.27685, 2.64190], [5.11228, 0.92684, 2.87012], [4.61130, -0.02596, 1.95420], [5.43060, -0.63100, 0.73066], [6.88643, -0.70517, 0.85903], [4.64474, -1.99910, 0.52444], [4.72025, -3.10984, 1.43281], [3.49953, -3.02234, 2.33461], [4.95622, 0.29218, -0.50826], [3.50715, 0.26950, -0.78218], [3.34631, 1.20566, -1.96655], [3.40726, 2.07685, 2.83776], [4.79873, 2.83963, 3.51742], [4.64485, 2.72885, 1.67281], [6.21082, 0.90495, 2.91787], [5.00498, 0.63761, 3.92454], [4.57821, -3.95476, 0.75886], [5.68828, -3.19766, 1.92489], [2.67396, -2.75885, 1.67436], [3.22627, -3.91418, 2.90644], [3.49479, -2.31924, 3.17272], [3.19227, -0.75704, -0.95631], [3.00273, 0.65616, 0.10456], [3.79433, 2.18387, -1.78835], [3.78701, 0.82029, -2.88371], [2.27479, 1.38736, -2.09825]], "forces_ev_per_angstrom": [[-0.54, -0.16, -0.72], [0.54, -0.63, 0.70], [-0.36, 0.57, -0.35], [-0.87, 0.25, -0.18], [0.78, -0.65, 1.09], [0.41, 0.49, -0.94], [-0.15, 0.02, 0.29], [0.20, 0.37, 0.17], [-0.81, -0.23, 0.17], [0.88, -0.23, -0.29], [-1.02, -0.04, 0.60], [0.75, 0.29, -0.74], [0.36, -0.12, -0.02], [-1.04, -0.13, -0.13], [0.35, 2.38, 1.44], [-2.04, -0.18, -0.21], [2.35, -1.86, 0.99], [-0.34, -0.12, -0.02], [0.99, 0.09, -0.55], [-1.50, 0.33, -1.08], [-0.06, -0.04, 0.09], [0.51, -0.03, 0.52], [1.35, -0.11, -0.90], [-0.69, -0.44, -0.08], [-0.09, 1.43, 0.51], [-0.10, -0.92, -0.78], [-0.15, 0.29, 1.07], [1.07, 0.55, -0.50], [0.43, -0.38, -0.63], [-0.71, 0.17, -0.87], [-0.75, -0.92, 1.07], [0.28, -0.16, 0.24], [-0.12, -0.18, -0.22], [0.01, -0.10, -0.32], [0.22, 0.23, 0.52], [1.48, 0.22, -0.65], [-1.07, -0.36, -1.57], [0.30, 0.75, 1.19], [-0.14, -0.96, 1.11], [-0.70, 0.67, -1.14], [1.20, 0.06, -1.11], [-0.43, -0.07, 0.68], [-0.74, 0.07, 0.24], [-0.12, -0.44, 0.59], [0.30, -0.14, 0.50], [-0.01, 0.18, 0.12], [-0.07, 0.23, -0.14], [0.69, -1.17, 1.34], [-0.14, 0.59, 0.58], [0.94, 0.34, -0.95], [-0.21, 0.23, -0.07], [-0.95, -0.48, -0.65], [0.39, 0.26, 1.21], [0.50, 0.37, -0.38], [0.44, -0.53, -0.05], [-2.48, 0.14, 1.57], [-0.23, 0.41, -0.93], [0.12, 0.10, -0.05], [-0.04, 0.06, -0.35], [-0.45, -0.12, 0.04], [-0.09, 0.21, 0.12], [-0.08, -0.05, -0.46], [0.05, 0.10, -0.13], [-0.17, -0.14, -0.67], [-0.02, -0.07, 0.19], [-0.05, -0.05, -0.17], [-0.40, -0.23, 0.11], [0.67, 0.14, -0.16], [0.97, -0.03, -0.16], [0.25, -0.03, 0.01], [0.00, 0.21, 0.32], [0.33, -0.39, -0.11], [-1.00, -0.76, -0.86], [0.21, 0.66, 0.21], [0.33, 0.16, 0.12], [-0.01, -0.58, -0.56], [0.42, 0.21, 0.15], [-0.82, 0.07, -0.99], [1.13, -0.26, 0.05], [0.45, 0.37, 0.62], [0.60, 0.55, 0.49], [-1.56, -1.43, 0.29], [0.77, -1.05, 0.48], [0.06, 0.31, 0.08], [0.31, 0.19, 0.03], [0.11, 0.03, 0.32], [-0.27, 0.01, 0.46], [0.25, -0.19, 0.12], [-0.27, 0.08, -0.07], [-0.23, -0.01, -0.03], [-0.31, -0.04, 0.19], [0.02, 0.16, -0.56], [-0.40, -0.45, -0.09], [0.15, 0.27, -0.05], [0.49, 0.55, 0.10], [0.13, 0.26, 0.02], [-0.14, 0.27, -0.07], [-0.42, 0.62, -0.47], [-0.10, -1.06, 1.39], [1.48, 0.33, 0.53], [0.04, -0.57, 0.49], [-0.41, 0.32, -0.54], [-0.21, 0.10, 0.19], [0.75, 0.95, -0.49], [-0.87, -0.28, 0.11], [-0.55, -0.06, 0.85], [-0.24, -1.50, 0.87], [1.08, 0.95, -0.20], [-0.78, -0.01, 0.15], [-0.18, 0.45, -0.42], [0.02, 0.71, -0.47], [0.13, 0.09, 0.06], [0.03, 0.40, -1.12], [-1.23, -0.44, -0.27], [0.22, -0.19, 0.24], [0.02, 0.27, -0.01], [-0.20, -0.12, 0.19], [0.27, -0.53, -0.73], [0.61, 0.61, -0.53], [-0.05, 0.07, -0.20], [-0.13, -0.03, -0.05], [0.14, -0.09, 0.30], [-0.08, -0.20, 0.03], [0.04, -0.09, -0.28]], "homo_ev": -7.698, "spin_multiplicity": 1, "total_energy_ha": -5752.8190, "charge": -1}